C54H87N8O2 | wB97M-V/def2-TZVPD

```
151
Properties=species:S:1:pos:R:3:forces:R:3
C 3.36084 -1.84321 2.49769 -0.8 0.2 -0.7
O 4.02571 -2.18114 1.23673 -0.4 1.1 0.5
C 3.98084 -1.01299 0.34273 1.3 -1.2 0.2
C 4.55646 -1.48455 -1.07272 -1.2 -0.6 -0.7
C 4.55340 -0.36147 -2.22846 1.2 -0.3 0.1
C 4.65989 1.16057 -1.71659 -0.3 0.5 -1.7
C 3.25020 1.92026 -1.96853 0.3 0.6 0.1
C 2.23328 1.81940 -0.71888 0.3 0.1 -0.7
C 1.11152 2.97604 -0.71391 -0.4 -0.7 0.1
C 0.32697 3.04747 0.71325 0.8 0.8 -0.7
C -0.93622 4.05414 0.64719 -0.6 -0.6 0.3
C -2.20459 3.53954 1.52966 0.2 -1.1 -0.9
C -3.61625 3.71787 0.72211 1.2 0.2 0.8
C -3.68692 2.48874 -0.30573 1.3 0.6 0.6
N -4.91196 2.45104 -1.15933 -3.1 0.0 -3.0
C -4.80500 3.08884 -2.47175 -2.7 -0.7 -0.9
C -5.93588 3.12713 -3.51775 -0.4 -1.7 3.3
C -7.28276 2.43329 -3.17480 3.4 -0.1 3.0
C -7.38532 1.76116 -1.76506 2.9 1.7 -1.6
C -6.15915 1.79067 -0.78246 -1.3 0.8 -2.0
C -6.23977 1.09522 0.65181 0.9 -0.4 -0.3
C -7.71410 0.64353 1.08886 -2.9 0.0 1.1
O -8.48339 1.29019 1.84384 3.3 -1.7 -3.0
C -8.21496 -0.78954 0.54067 0.1 -2.7 -0.9
C -7.31352 -2.02972 0.89195 -3.7 -0.3 -2.7
C -7.76148 -3.42115 0.34162 -1.2 1.6 -0.4
C -9.04277 -3.67220 -0.49535 1.1 4.5 1.5
C -9.92983 -2.40378 -0.79162 2.7 0.1 1.6
C -9.52497 -0.96606 -0.30569 2.2 -3.2 0.9
H 3.58965 -0.75189 2.75102 -0.3 -1.5 0.0
H 3.66262 -2.52553 3.36077 -0.2 0.9 -1.5
H 2.22503 -1.97380 2.29438 1.6 0.4 0.6
H 4.72137 -0.26036 0.79422 -1.4 -0.6 -0.6
H 2.89517 -0.66072 0.33265 1.6 -0.1 -0.3
H 5.59897 -1.96575 -1.02074 -1.6 0.9 0.5
H 3.85267 -2.32960 -1.44125 1.2 1.2 0.7
H 5.50114 -0.55404 -2.86701 -1.6 0.2 0.9
H 3.67087 -0.51872 -2.94901 1.2 0.5 1.2
H 5.07543 1.29112 -0.66265 -0.8 -0.3 -1.4
H 5.41506 1.68575 -2.42237 -1.2 -0.8 1.2
H 2.80820 1.49064 -2.94838 0.5 0.6 1.7
H 3.44999 3.03879 -2.20229 -0.3 -1.7 0.6
H 2.89763 1.87982 0.22886 -1.3 -0.2 -1.4
H 1.72512 0.78247 -0.80640 0.7 1.7 0.6
H 0.34765 2.72476 -1.54814 1.1 0.4 1.2
H 1.57077 3.98876 -0.98343 -0.6 -1.4 0.5
H 1.09204 3.48599 1.45146 -1.2 -1.0 -0.8
H 0.03305 1.97206 1.01057 0.4 1.8 -0.3
H -0.67668 5.11970 1.00333 -0.2 -1.7 -0.9
H -1.29335 4.05665 -0.44962 0.6 0.4 1.6
H -2.23554 3.97918 2.58088 0.0 -0.5 -1.6
H -2.06515 2.39584 1.62154 -0.2 1.7 0.3
H -4.45566 3.70543 1.49755 0.9 0.1 -1.3
H -3.52673 4.74762 0.20704 -0.6 -1.7 0.6
H -2.79513 2.62082 -1.02992 -1.5 -0.5 1.2
H -3.53899 1.50212 0.26336 -0.5 1.4 -1.0
H -3.79805 3.57545 -2.74713 -1.8 -1.0 0.8
H -5.75519 3.64037 -4.53461 -0.2 -1.0 1.9
H -8.14517 2.40140 -3.92408 1.4 0.1 1.3
H -8.36884 1.22204 -1.51066 2.0 0.9 -0.1
H -5.61632 0.11994 0.56814 -1.0 1.5 0.0
H -5.70427 1.71864 1.46404 -1.2 -0.7 -1.4
H -6.36203 -1.92619 1.52702 -1.7 -0.3 -1.1
H -7.07400 -4.32051 0.57534 -1.3 1.7 -0.4
H -9.32037 -4.72325 -0.87640 0.5 2.0 0.7
H -10.89965 -2.56546 -1.38455 1.7 0.5 1.0
H -10.17017 -0.05296 -0.56183 1.0 -1.6 0.5
C 8.53484 -2.57926 -3.27777 0.0 -0.1 0.1
C 8.72701 -2.91723 -4.75259 -0.1 -0.2 0.3
C 8.88435 -1.67442 -5.63234 -0.7 0.1 0.2
C 7.65306 -0.81996 -5.53348 -2.1 1.8 0.0
N 6.68227 -0.14795 -5.45566 3.2 -2.2 -0.2
H 7.61876 -2.00584 -3.11161 0.1 0.0 -0.1
H 8.45630 -3.49441 -2.68559 0.0 0.1 0.0
H 9.37934 -1.99788 -2.89560 -0.1 0.0 0.0
H 7.87146 -3.50861 -5.09517 0.1 0.0 -0.1
H 9.61599 -3.54543 -4.86063 0.0 0.1 -0.1
H 9.03225 -1.96825 -6.67481 -0.1 0.2 0.0
H 9.75205 -1.08897 -5.31914 -0.2 0.1 0.0
C -8.23625 -6.47846 3.79567 -0.1 0.0 0.0
C -7.99085 -7.42924 2.62842 -0.3 0.2 0.2
C -6.50544 -7.71884 2.39797 0.1 0.8 -0.3
C -5.77874 -6.44180 2.08504 1.7 2.2 -0.6
N -5.20812 -5.43520 1.83863 -2.0 -3.3 0.8
H -7.78874 -5.49708 3.61757 0.0 -0.1 0.0
H -9.30809 -6.32415 3.94065 0.1 0.0 0.0
H -7.82197 -6.88248 4.72419 0.0 0.1 -0.1
H -8.42963 -6.99881 1.72208 0.1 -0.1 0.0
H -8.51180 -8.37141 2.82155 0.1 0.0 -0.1
H -6.38259 -8.41292 1.56260 0.2 0.1 0.0
H -6.06048 -8.17549 3.28620 0.1 0.1 -0.1
C 6.45858 -3.27331 7.48642 0.0 -0.1 0.1
C 6.64150 -3.60796 6.00973 -0.1 -0.2 0.3
C 6.80049 -2.36378 5.13235 -0.7 0.2 0.1
C 5.57466 -1.50330 5.23902 -2.7 2.2 0.1
N 4.59987 -0.82672 5.32411 3.7 -2.6 -0.2
H 5.54646 -2.69601 7.65897 0.1 0.0 -0.1
H 6.37858 -4.18967 8.07631 0.0 0.1 0.0
H 7.30796 -2.69723 7.86593 -0.1 0.0 0.0
H 5.78140 -4.19409 5.66977 0.1 0.1 -0.1
H 7.52675 -4.24020 5.89536 -0.1 0.1 -0.1
H 6.94148 -2.65555 4.08836 -0.1 0.2 0.0
H 7.67315 -1.78286 5.44297 -0.2 0.1 -0.1
C -5.25967 -0.58249 -5.91863 -0.1 -0.1 0.0
C -4.08758 -0.54497 -6.89384 -0.3 -0.2 0.0
C -3.01908 0.47837 -6.50155 -0.5 0.6 -0.2
C -3.61595 1.85708 -6.47839 -0.8 2.7 0.1
N -4.08710 2.94211 -6.46010 1.4 -3.6 0.1
H -5.79052 0.37307 -5.88940 0.1 0.0 0.0
H -5.98124 -1.34488 -6.22152 0.1 0.0 0.1
H -4.91953 -0.81911 -4.90547 0.0 0.0 -0.1
H -4.46680 -0.31937 -7.89553 0.2 0.0 0.1
H -3.63080 -1.53764 -6.93914 0.1 0.2 0.0
H -2.19656 0.45806 -7.22100 -0.1 0.2 0.1
H -2.61086 0.24830 -5.51352 0.0 0.1 -0.1
C 6.03476 3.97918 3.17380 0.0 0.1 -0.1
C 5.08236 3.15545 4.03461 0.0 0.2 -0.3
C 5.74853 2.59851 5.29467 0.4 -0.5 -0.4
C 6.88722 1.69682 4.91415 2.7 -2.1 -0.6
N 7.79004 0.98510 4.61208 -3.4 2.7 1.1
H 6.86643 3.37520 2.80181 0.0 0.0 0.1
H 5.50969 4.37931 2.30268 0.0 0.0 0.1
H 6.44612 4.82079 3.73943 0.0 -0.1 -0.1
H 4.68188 2.33285 3.43295 0.0 0.0 0.2
H 4.23470 3.78248 4.32693 0.0 -0.1 0.1
H 5.02389 2.02878 5.88222 0.2 -0.1 0.0
H 6.12862 3.41130 5.91977 0.1 -0.1 -0.1
C -8.43287 0.56556 4.79060 -0.1 0.0 0.1
C -8.13813 1.05711 6.20386 -0.2 0.0 -0.3
C -7.02454 0.26245 6.89025 -0.5 -0.7 0.1
C -7.42110 -1.18268 7.00053 -0.5 -2.8 0.4
N -7.73421 -2.31971 7.08735 1.0 3.8 -0.3
H -8.79020 -0.46764 4.78990 0.1 0.0 0.0
H -9.21119 1.17771 4.33008 0.1 -0.1 0.0
H -7.53939 0.62166 4.16173 -0.1 0.0 0.1
H -9.05564 0.99869 6.79801 0.2 0.0 0.0
H -7.84957 2.11159 6.16099 0.0 -0.1 0.1
H -6.84164 0.65961 7.89196 0.0 -0.2 -0.1
H -6.09347 0.33561 6.32143 -0.1 -0.1 0.1
C 8.43896 4.15403 -5.50095 -0.1 0.1 0.0
C 9.58938 4.27224 -6.49540 -0.2 0.2 0.3
C 9.88124 2.95975 -7.22644 0.3 -0.4 0.7
C 10.26361 1.89741 -6.23580 0.7 -2.2 1.6
N 10.56457 1.06253 -5.45466 -0.9 2.9 -2.6
H 8.66564 3.43966 -4.70526 0.0 0.0 -0.1
H 8.24782 5.11915 -5.02534 0.0 -0.1 -0.1
H 7.52005 3.83278 -6.00072 0.1 0.0 0.1
H 10.48541 4.60728 -5.96309 0.0 -0.1 -0.2
H 9.34548 5.04379 -7.23154 0.1 -0.1 0.0
H 10.70167 3.09829 -7.93522 0.0 -0.2 0.1
H 9.00233 2.62776 -7.78589 0.1 -0.1 0.1
```
Positions in Å, forces in eV/Å.

Calculated values
- HOMO (eV) = -10.674
- lowest unoccupied orbital energy (eV) = -4.25
- Kohn-Sham gap (eV) = 6.42
- electronic energy (a.u.) = -2697.6207
- total charge = +1